(a)
Computed, not measured: a 4-piece molecular cluster, C3H13NO3 overall, with the ωB97M-V functional and the def2-TZVPD basis.

structure (SMILES) = C/C=C/N.O.O.O
highest occupied orbital energy = -7.859 eV
orbital gap = 8.524 eV
total charge = 0

XYZ file:
```
20
Properties=species:S:1:pos:R:3:mulliken_charge:R:1
O 1.7017 2.1472 -0.9121 -0.639
O 0.6535 1.1045 1.7448 -0.673
O 2.5325 -0.1171 -2.6009 -0.639
N 0.3621 -1.4016 -0.8706 -0.304
C -1.5647 -0.2562 0.1878 -0.330
C -2.4317 -0.2790 1.3775 -1.182
C -0.8657 -1.3326 -0.2385 -0.024
H 0.6771 -2.3061 -1.1561 0.177
H 0.8834 0.7325 2.6054 0.297
H -1.4984 0.6791 -0.4436 0.308
H 3.4376 0.0205 -2.3082 0.325
H -2.4506 0.5792 2.1130 0.306
H -1.3417 -2.3137 -0.2255 0.285
H 1.0351 -0.7002 -0.6254 0.185
H -2.3060 -1.2030 1.9962 0.309
H 1.9980 0.1977 -1.8706 0.319
H -3.4858 -0.3619 1.1024 0.366
H 0.2790 0.3224 1.3053 0.257
H 0.9185 2.6535 -1.1581 0.314
H 1.4662 1.8347 -0.0227 0.344
```


(b)
Computed, not measured: a 4-piece molecular cluster, C3H13NO3 overall, with the ωB97M-V functional and the def2-TZVPD basis.

structure (SMILES) = C=C(C)N.O.O.O
highest occupied orbital energy = -8.286 eV
orbital gap = 8.753 eV
total charge = 0

XYZ file:
```
20
Properties=species:S:1:pos:R:3:mulliken_charge:R:1
O 2.8529 1.1662 0.1683 -0.665
O -2.9904 -0.9004 -2.0240 -0.636
O 2.2536 -2.1070 -2.3357 -0.638
N -0.4557 1.0564 -0.2246 -0.418
C -1.1692 1.3105 2.0784 -1.420
C 0.2472 -0.5898 1.3369 -0.971
C -0.4370 0.5155 1.0494 0.802
H 2.1138 1.1189 0.7954 0.352
H 2.3647 1.4980 -0.6036 0.323
H 3.0687 -2.1663 -1.8229 0.324
H -2.8372 -0.8571 -2.9737 0.320
H -0.7698 1.1745 3.0744 0.363
H 1.8815 -2.9941 -2.2737 0.309
H 0.6052 -1.2376 0.5460 0.240
H -1.1003 2.3775 1.8718 0.366
H -2.2218 1.0535 2.0984 0.312
H -1.2190 1.6493 -0.4861 0.204
H -0.0975 0.4584 -0.9543 0.223
H -2.4125 -1.5857 -1.6782 0.314
H 0.3229 -0.9407 2.3577 0.297
```


Quick one: most stable of them? (b)


(a)
Computed, not measured: the molecule C6H9Cl, with the ωB97M-V functional and the def2-TZVPD basis.

structure (SMILES) = C=C(C)C1(Cl)CC1
highest occupied orbital energy = -8.858 eV
orbital gap = 9.863 eV
total charge = 0

XYZ file:
```
16
Properties=species:S:1:pos:R:3:mulliken_charge:R:1
Cl 2.5134 -0.7213 0.2511 -0.221
C -1.1605 -0.3686 1.1962 -1.033
C -0.3135 -1.9363 -0.5250 -1.310
C 0.9347 1.2875 -0.8665 -0.390
C 0.9827 0.1141 0.0744 0.296
C -0.2188 -0.7001 0.3257 0.674
C 1.0600 1.8274 0.5288 -0.722
H 0.3035 -1.8370 -1.4145 0.348
H 1.7662 1.4338 -1.5441 0.295
H -1.0867 0.5013 1.8227 0.270
H 0.0326 -2.8070 0.0308 0.296
H 0.1948 2.2207 1.0239 0.254
H -0.0213 1.4429 -1.3551 0.249
H -2.0504 -0.9650 1.3051 0.309
H 2.0260 2.1226 0.8903 0.270
H -1.3440 -2.1106 -0.8277 0.415
```


(b)
Computed, not measured: the molecule C6H9Cl, with the ωB97M-V functional and the def2-TZVPD basis.

structure (SMILES) = C=C[C@@H](C)/C=C\Cl
highest occupied orbital energy = -9.364 eV
orbital gap = 10.325 eV
total charge = 0

XYZ file:
```
16
Properties=species:S:1:pos:R:3:mulliken_charge:R:1
Cl -1.6686 -0.4406 -1.9540 -0.176
C 0.8794 1.9064 -0.3192 -0.703
C 0.2987 -0.3436 0.6589 0.730
C 0.1604 -1.4789 -0.3246 -0.508
C -0.9933 0.2996 1.1280 -1.677
C -0.6025 -1.6462 -1.3777 -0.268
C 1.2503 0.7030 0.0696 -0.304
H 1.5975 2.6529 -0.6141 0.290
H 0.6603 -2.3794 -0.0282 0.324
H -0.1681 2.3034 -0.1737 0.189
H -0.5121 -2.4620 -2.0294 0.408
H -1.5420 0.6991 0.2817 0.388
H -0.8124 1.1310 1.8192 0.403
H -1.6578 -0.4895 1.5657 0.329
H 0.8757 -0.7706 1.5030 0.262
H 2.2345 0.3153 -0.2051 0.314
```


Quick one: most stable of them? (b)


(a)
Computed, not measured: a 2-piece molecular cluster, C9H13NO2 overall, with the ωB97M-V functional and the def2-TZVPD basis.

structure (SMILES) = Cc1ccc(O)cc1.CC(N)=O
highest occupied orbital energy = -8.713 eV
orbital gap = 9.356 eV
total charge = 0

XYZ file:
```
25
Properties=species:S:1:pos:R:3:mulliken_charge:R:1
O -0.5512 -0.6934 3.5962 -0.587
O 2.7006 1.5532 0.4121 -0.581
N -1.4119 -0.9685 1.4212 -0.303
C -2.0265 0.0227 -2.2496 -1.017
C 0.9299 -1.6392 1.9627 -0.640
C 0.4202 2.1015 -0.2143 -1.240
C -0.6201 1.6140 -1.0535 -0.132
C 1.6321 0.0255 -1.0757 -0.812
C -0.4236 -1.0853 2.4625 0.510
C -0.6298 0.5355 -1.8004 0.142
C 0.4930 -0.3560 -1.7681 -0.082
C 1.5253 1.2236 -0.3076 0.810
H -2.3734 -0.3214 -1.1926 0.180
H 2.4916 -0.5402 -0.5963 0.498
H -1.5098 2.2105 -1.2660 0.269
H 2.6066 1.8498 1.3213 0.317
H -1.9793 -0.6795 -3.1167 0.343
H -2.5365 0.9172 -2.6376 0.346
H 0.3596 3.0131 0.2716 0.551
H 0.3965 -1.3527 -2.0573 0.437
H 1.2070 -1.6931 0.8547 0.088
H -1.2974 -1.2399 0.4790 0.197
H -2.3565 -0.7547 1.7445 0.192
H 1.1810 -2.7225 2.3373 0.305
H 1.7727 -1.0204 2.4726 0.209
```


(b)
Computed, not measured: a 2-piece molecular cluster, C9H13NO2 overall, with the ωB97M-V functional and the def2-TZVPD basis.

structure (SMILES) = Cc1ccc(O)cc1.CC(N)=O
highest occupied orbital energy = -8.252 eV
orbital gap = 8.936 eV
total charge = 0

XYZ file:
```
25
Properties=species:S:1:pos:R:3:mulliken_charge:R:1
O 2.4278 -3.5311 -0.7492 -0.602
O 1.7298 2.0117 1.3126 -0.527
N 2.5521 -2.7452 1.3929 -0.391
C 0.4983 2.0294 0.6869 0.994
C -0.6198 0.8513 -1.0417 -0.333
C 1.9594 -3.3957 0.3554 0.722
C -1.3870 3.0023 -0.2683 -0.451
C 0.3389 0.8624 -0.0455 -0.549
C 0.5634 -3.9202 0.7252 -1.103
C -0.3332 3.1427 0.6486 -0.927
C -2.6927 1.7964 -2.0507 -1.438
C -1.5201 1.9029 -1.1773 0.388
H -2.4232 1.9928 -3.0950 0.292
H 0.4257 -4.7957 1.4700 0.301
H -0.0722 -3.1819 1.1995 0.343
H 0.0024 -4.1777 -0.1942 0.300
H -3.6807 2.1849 -1.8826 0.400
H -3.0987 0.7934 -2.1839 0.356
H 3.5248 -2.6907 1.3720 0.221
H -0.7769 -0.0136 -1.7043 0.356
H -2.1621 3.7562 -0.3363 0.361
H 1.8757 2.7607 1.9553 0.308
H 1.9395 -2.6082 2.2457 0.222
H -0.2209 3.8843 1.3537 0.399
H 1.1498 0.0885 0.0110 0.360
```


Quick one: most stable of them? (b)


(a)
Computed, not measured: the molecule C9H13NO2, with the ωB97M-V functional and the def2-TZVPD basis.

structure (SMILES) = O=[N+]([O-])[C@@]12CCCC=C1CCC2
highest occupied orbital energy = -9.203 eV
orbital gap = 9.800 eV
total charge = 0

XYZ file:
```
25
Properties=species:S:1:pos:R:3:mulliken_charge:R:1
O 1.9995 2.4737 0.4342 -0.629
O 2.6003 0.6491 -0.4972 -0.653
N 1.7679 1.3812 0.0199 1.169
C 0.3374 0.7821 0.0201 0.849
C -0.1646 0.9818 -1.3627 -1.058
C -0.5122 1.3954 1.1315 -1.239
C -0.1229 -1.6199 -1.7802 -0.392
C 0.3052 -0.6653 1.9803 -0.820
C 0.1548 -1.6924 -0.3691 -0.861
C 0.0343 0.7365 2.3970 -0.571
C 0.3408 -0.6149 0.4136 0.525
C 0.3566 -0.2206 -2.1914 -0.865
H -0.4704 -1.4259 2.2940 0.367
H 0.2329 0.0219 -3.2387 0.400
H 0.3225 1.9144 -1.7376 0.405
H 0.0772 -2.6614 0.2209 0.318
H -0.5321 0.8029 3.4388 0.363
H 1.3072 -1.1165 2.3797 0.290
H -1.4716 1.0136 0.9791 0.454
H 0.4698 -2.4890 -2.2535 0.350
H 1.0327 1.2538 2.6233 0.229
H -1.1934 0.9528 -1.2824 0.399
H 1.3898 -0.2881 -1.8467 0.336
H -0.5721 2.4817 1.0213 0.391
H -1.2966 -1.8051 -1.9631 0.241
```


(b)
Computed, not measured: a 2-piece molecular cluster, C9H13NO2 overall, with the ωB97M-V functional and the def2-TZVPD basis.

structure (SMILES) = Cc1ccc(O)cc1.CC(N)=O
highest occupied orbital energy = -8.590 eV
orbital gap = 9.245 eV
total charge = 0

XYZ file:
```
25
Properties=species:S:1:pos:R:3:mulliken_charge:R:1
O -2.0502 2.5765 -3.9111 -0.542
O -2.1914 -0.7657 0.4204 -0.566
N -0.1915 2.7760 -2.7087 -0.355
C 1.1316 -0.3419 1.6493 -0.868
C -0.1747 -0.2430 1.4265 0.039
C 1.7113 -1.6633 1.5035 0.783
C 1.0150 -2.5608 0.7086 -0.371
C -2.3236 2.5503 -1.6107 -0.767
C -0.2934 -2.2703 0.1812 -0.593
C 3.0616 -2.0213 1.9804 -1.295
C -0.9055 -1.0926 0.6590 0.435
C -1.5879 2.6462 -2.8473 0.645
H -0.6298 0.7061 1.8013 0.239
H -3.3191 2.9114 -1.6551 0.312
H -2.3662 1.4126 -1.4109 0.095
H 1.5769 -3.5335 0.4204 0.243
H -2.7699 -0.6554 1.1693 0.310
H 0.3674 3.2239 -3.2767 0.167
H 0.2351 2.6902 -1.8594 0.142
H 3.1524 -2.8747 2.5886 0.399
H -1.7465 2.9131 -0.7850 0.292
H 1.6725 0.4197 2.2488 0.270
H 3.7443 -2.5324 1.1888 0.290
H -0.6421 -2.9850 -0.5652 0.386
H 3.5235 -1.2861 2.6839 0.311
```


(c)
Computed, not measured: a 2-piece molecular cluster, C9H13NO2 overall, with the ωB97M-V functional and the def2-TZVPD basis.

structure (SMILES) = Cc1ccc(O)cc1.CC(N)=O
highest occupied orbital energy = -8.781 eV
orbital gap = 9.235 eV
total charge = 0

XYZ file:
```
25
Properties=species:S:1:pos:R:3:mulliken_charge:R:1
O -1.7966 0.5929 1.0626 -0.570
O -3.0787 -2.6372 -2.3720 -0.592
N -1.6777 -1.6406 -0.8996 -0.383
C -0.4539 0.7471 1.2733 0.247
C 2.3539 0.5620 0.9791 0.674
C 0.3384 0.2781 2.2992 -0.660
C 1.7357 0.1141 2.1365 -0.426
C 1.5569 1.4433 0.1700 -0.665
C -2.6233 -0.2998 -2.7639 -0.862
C -2.4950 -1.6459 -2.0104 0.505
C 0.2047 1.4451 0.2463 0.049
C 3.7576 0.2138 0.6644 -1.220
H 4.3795 0.2710 1.5766 0.330
H -1.7744 0.3816 -2.6750 0.290
H -2.9601 -0.5412 -3.7888 0.302
H 4.1215 0.7408 -0.2930 0.291
H -1.7170 -0.8628 -0.2475 0.266
H -1.7348 -2.5085 -0.3376 0.248
H -0.1423 -0.1299 3.1661 0.329
H 3.8669 -0.8325 0.4108 0.311
H -0.3813 1.9930 -0.5002 0.378
H -2.3273 0.7580 1.8626 0.304
H -3.4096 0.1590 -2.1604 0.238
H 2.0228 1.9483 -0.6633 0.293
H 2.2340 -0.5496 2.8642 0.324
```


Quick one: most stable of them? (c)